# C36H99MgN7O11

A structure of composition C36H99MgN7O11 at a distorted geometry (the ωB97M-V functional and the def2-TZVPD basis, the OMol25 dataset).

Computed properties:
**DFT total energy**: -77332.3236 eV
**Relative energy (zero: lowest compared OMol25 entry of this formula, charge and spin)**: 0.00 kJ/mol
**HOMO energy**: -7.63 eV
**Multiplicity**: 1

```
154
Properties=species:S:1:pos:R:3:lowdin_charge:R:1
O 4.14 2.08 4.23 -0.10
H -0.81 -0.21 0.46 0.05
H 3.90 1.34 3.67 -0.01
H 5.10 -5.24 3.66 0.08
C 4.46 -0.83 0.68 -0.23
H 2.82 -0.79 2.77 0.08
H 1.34 -7.49 -2.42 0.08
O 0.79 -4.86 2.25 -0.23
H 1.97 3.42 4.15 0.07
C -0.10 -0.44 -0.34 -0.06
C 2.46 3.45 3.18 -0.08
O 0.56 1.84 -1.07 -0.33
H 2.53 4.26 -4.23 0.13
C -1.89 -0.12 -5.61 -0.10
H -6.55 -2.16 -3.34 0.06
H -2.23 4.22 -1.73 0.10
H -2.97 -2.09 -1.66 0.08
H -0.08 6.73 -4.24 0.09
H -0.62 4.71 6.03 0.06
H 2.74 -6.21 3.35 0.14
H -3.41 3.70 6.69 0.08
C 4.21 -4.60 3.76 -0.05
H -2.17 -1.17 -5.67 0.06
C -2.48 2.92 -0.22 -0.38
H 4.51 3.16 2.61 0.09
C 3.23 -2.57 -0.27 -0.06
C 0.82 6.12 -4.38 -0.05
H -3.38 2.67 5.22 0.08
H 2.63 6.38 -0.56 0.09
H 2.56 -3.41 -0.05 0.07
H 1.69 6.53 -3.88 0.09
H 1.06 6.23 -5.44 0.08
H 4.89 -1.60 3.56 0.06
C -8.49 -3.69 -1.25 -0.08
H 1.42 -3.72 -3.52 0.09
H 3.97 -4.44 4.81 0.08
N -7.45 -2.55 -3.10 0.04
C 1.91 -4.30 2.96 -0.19
C 0.99 0.65 -0.50 -0.39
H -1.57 2.23 6.97 0.15
H -0.71 -0.59 -1.23 0.06
H 2.18 2.59 2.57 0.05
H 0.83 -5.58 0.62 0.01
H 3.93 -0.11 0.06 0.10
N -2.16 3.23 -1.59 0.04
H 1.71 3.69 -5.62 0.14
H -3.99 0.83 -1.41 0.08
H 0.89 -2.32 -2.46 0.07
O 1.39 2.51 -3.93 -0.22
C 3.71 3.55 -0.95 -0.05
C 3.09 -5.26 2.96 -0.42
C -0.60 1.00 3.16 -0.09
C -7.31 -2.79 -1.66 -0.42
H -0.25 -6.64 0.21 0.08
O -4.98 -2.52 -1.41 -0.23
H -0.66 3.32 4.18 0.12
H -2.25 1.88 0.02 0.13
H -2.57 0.46 -6.23 0.06
C -3.60 -2.93 -1.37 -0.08
H -5.73 1.02 -1.84 0.09
H -2.83 4.33 5.20 0.08
H -4.11 4.21 0.32 0.13
H 2.24 4.37 2.64 0.06
H 4.66 4.02 -1.20 0.08
H -1.20 0.22 2.69 0.08
C 0.48 4.66 -4.12 -0.38
O -1.33 1.70 -4.01 -0.33
C 1.64 3.72 -4.53 -0.20
H 3.36 3.20 -1.92 0.05
H 5.49 0.01 3.92 0.07
H 1.87 3.94 0.25 0.09
C -1.55 3.85 0.65 -0.03
H 2.59 0.49 1.82 0.04
H 1.59 -5.04 -1.42 0.11
H 6.29 -0.98 2.76 0.08
C -5.97 -3.51 -1.31 -0.20
H -1.69 3.48 1.66 0.06
H -3.48 -3.69 -2.14 0.08
H -5.76 -4.35 -1.97 0.12
H 3.38 1.87 -3.98 0.09
H 4.27 4.14 4.08 0.11
C -1.45 2.97 6.18 -0.46
H 3.91 2.59 -0.46 0.06
C -0.77 2.55 4.94 -0.25
C 3.92 3.27 3.53 -0.33
H -5.86 -3.86 -0.28 0.12
H 1.60 -4.04 3.98 0.13
C -0.27 -3.92 2.22 -0.09
O -1.37 1.44 4.29 -0.17
N 0.14 4.55 -2.72 0.05
O 2.39 5.55 -0.97 -0.10
H -2.87 0.42 -3.72 0.09
C -2.85 3.42 5.80 -0.07
O -4.78 2.76 -0.98 -0.19
H 1.87 0.31 -1.06 0.07
H 5.45 -1.03 0.25 0.13
H 3.74 -4.56 1.33 0.04
H 2.65 -1.85 -0.84 0.06
C 5.30 -0.70 3.12 -0.05
O 3.77 -1.97 0.92 -0.19
H -4.23 2.64 1.00 0.13
H 2.80 -5.85 1.01 0.04
N -0.74 4.07 6.81 0.05
H -0.51 3.73 0.33 0.06
H -0.90 -0.03 -6.06 0.06
H -8.51 -3.92 -0.19 0.07
H 4.03 -2.94 -0.91 0.10
N 3.18 0.12 2.55 0.04
H 0.44 0.72 3.31 0.08
H -5.27 0.94 -0.20 0.09
C -0.45 -4.45 -1.57 -0.16
H -0.38 4.38 -4.73 0.15
N 3.55 -5.52 1.60 0.07
H 0.05 -2.93 1.90 0.07
H 2.23 -3.39 2.47 0.10
H 0.75 -6.16 -3.47 0.07
H -0.61 1.72 2.35 0.06
H -1.83 4.90 0.65 0.08
H 0.20 3.81 7.08 0.07
H 0.19 2.19 5.30 0.12
H -0.54 -3.80 -0.70 0.09
C 0.65 -6.65 -2.51 -0.05
Mg -0.38 2.65 -2.59 0.55
C -4.94 1.32 -1.16 -0.05
H -7.40 -3.49 -3.48 0.06
H -3.05 2.97 -1.99 0.08
H 2.39 1.44 -5.35 0.10
H -3.36 -3.38 -0.40 0.08
H -7.42 -1.86 -1.11 0.13
C -1.88 0.44 -4.18 -0.45
O -0.47 -3.78 -2.85 -0.19
C 4.55 0.01 2.00 -0.36
C 0.63 -3.02 -3.25 -0.11
C -3.97 3.16 0.08 -0.20
H 0.34 -2.35 -4.06 0.08
H -1.03 -4.23 1.49 0.08
H -0.49 5.33 -2.62 0.11
N 0.65 -6.29 -0.09 0.05
C 2.38 1.56 -4.27 -0.05
C 2.76 4.44 -0.14 -0.27
H -1.39 -4.99 -1.48 0.11
H -1.28 -0.31 -3.66 0.07
H -0.32 -7.14 -2.48 0.07
H 2.14 0.62 -3.77 0.10
H 3.33 4.85 0.68 0.10
C 0.65 -5.59 -1.39 -0.40
H 0.39 -1.37 -0.03 0.04
H 1.44 0.86 0.47 0.06
H 0.96 4.79 -2.18 0.08
H 4.92 1.02 1.84 0.13
H 4.46 -3.62 3.36 0.05
H -0.65 -3.85 3.24 0.09
H -8.49 -4.62 -1.83 0.08
H -9.44 -3.18 -1.37 0.07
```